131
Properties=species:S:1:pos:R:3 method="wB97M-V/def2-TZVPD" homo_lumo_gap_ev=6.51 homo_ev=-10.573 total_charge=+1 largest_force_ev_per_a=5.4
C 2.711 -0.241 4.617
C 1.352 0.442 4.123
S -0.062 -0.631 4.616
C -0.931 -1.289 3.129
C -0.548 -0.568 1.800
C -1.406 0.573 1.376
C -2.641 1.014 2.253
C -2.254 2.106 3.340
O -3.182 2.711 3.851
N -0.904 2.409 3.722
C -0.203 3.246 2.674
C -0.987 3.325 4.909
C -1.021 1.249 0.112
C -1.876 2.463 -0.332
C -3.059 2.046 -1.341
C -3.356 0.498 -1.387
C -4.865 0.304 -1.900
C -5.545 -0.821 -1.020
O -5.661 -0.405 0.356
C -6.635 -1.215 1.044
N 0.048 0.806 -0.653
B 0.354 1.563 -1.957
O -0.365 1.172 -3.101
C 1.449 2.714 -2.088
C 1.710 3.549 -0.752
C 0.848 -0.261 -0.278
C 2.033 -0.714 -1.209
C 3.313 0.186 -1.051
O 4.060 0.309 -1.965
Cl 3.720 1.049 0.472
C 0.621 -0.984 0.971
S 1.734 -2.350 1.495
O 1.649 -2.649 2.912
O 3.125 -1.936 1.249
C 1.309 -3.947 0.601
F 0.608 -3.656 -0.542
F 0.410 -4.585 1.439
C 2.520 -4.946 0.426
F 2.005 -6.225 0.408
F 3.279 -4.826 1.570
C 3.369 -4.795 -0.879
F 4.037 -3.579 -0.967
F 2.610 -4.860 -2.031
C 4.501 -5.918 -1.069
F 3.989 -6.844 -1.953
F 4.791 -6.602 0.060
F 5.607 -5.412 -1.673
H 3.476 -0.139 3.795
H 2.453 -1.307 4.856
H 3.003 0.259 5.572
H 1.371 0.744 3.048
H 1.242 1.395 4.715
H -2.024 -1.276 3.347
H -0.679 -2.377 2.962
H -3.179 0.149 2.705
H -3.408 1.523 1.593
H 0.318 2.518 1.995
H 0.551 3.891 3.196
H -0.975 3.849 2.126
H -1.401 4.334 4.617
H -1.561 2.880 5.754
H 0.048 3.538 5.303
H -2.389 2.969 0.534
H -1.256 3.295 -0.785
H -2.863 2.487 -2.359
H -4.003 2.538 -0.992
H -3.319 -0.014 -0.394
H -2.685 0.050 -2.163
H -4.826 0.032 -2.983
H -5.482 1.224 -1.754
H -5.016 -1.811 -1.102
H -6.600 -0.913 -1.416
H -7.141 -1.948 0.367
H -7.444 -0.581 1.499
H -6.168 -1.795 1.892
H -0.121 0.243 -3.292
H 1.117 3.410 -2.906
H 2.455 2.325 -2.421
H 0.996 3.216 0.040
H 1.550 4.636 -0.997
H 2.779 3.492 -0.412
H 2.381 -1.754 -0.956
H 1.710 -0.809 -2.285
C -3.832 1.954 -5.114
O -4.284 2.840 -4.406
N -4.619 1.027 -5.722
N -2.496 1.822 -5.352
H -4.267 0.292 -6.307
H -5.613 1.094 -5.567
H -1.886 2.490 -4.917
H -2.100 1.103 -5.928
C 6.226 -0.004 2.912
O 5.393 0.470 3.670
N 7.318 0.690 2.495
N 6.133 -1.272 2.420
H 8.013 0.318 1.875
H 7.423 1.630 2.837
H 5.336 -1.819 2.705
H 6.806 -1.680 1.797
C -7.736 -0.468 -7.406
O -8.122 -0.013 -6.342
N -7.672 -1.806 -7.654
N -7.334 0.323 -8.440
H -7.357 -2.198 -8.522
H -7.960 -2.423 -6.916
H -7.368 1.317 -8.297
H -7.013 -0.031 -9.322
C 6.848 -2.601 6.442
O 6.770 -2.716 7.652
N 6.618 -1.424 5.799
N 7.173 -3.646 5.625
H 6.677 -1.310 4.804
H 6.376 -0.631 6.367
H 7.350 -4.532 6.063
H 7.242 -3.573 4.628
C 6.523 -1.043 -4.541
O 5.483 -0.989 -5.176
N 7.704 -1.431 -5.098
N 6.591 -0.718 -3.219
H 8.569 -1.483 -4.594
H 7.691 -1.679 -6.072
H 5.736 -0.426 -2.777
H 7.434 -0.755 -2.677
C -5.748 3.542 1.418
O -4.874 3.120 0.664
N -6.977 3.913 0.976
N -5.548 3.668 2.746
H -7.703 4.259 1.574
H -7.155 3.830 -0.010
H -4.637 3.397 3.099
H -6.241 4.009 3.386